No. 1
Computed, not measured: an isolated molecule of C2HO3P, with ωB97M-V/def2-TZVPD.

Structure (XYZ):
```
7
Properties=species:S:1:pos:R:3:forces:R:3:lowdin_spin:R:1
C -0.94662 0.69267 1.21628 -1.92 3.99 0.35 0.736
C -1.40894 0.25639 2.34714 -3.98 -1.79 4.82 0.786
O -4.16804 0.64034 3.64166 -2.36 -2.15 1.34 -0.002
O -0.45042 -0.08981 0.42754 3.39 -3.16 -3.78 0.267
O -2.52524 2.36820 2.72452 0.11 2.83 0.02 0.132
P -2.95562 1.03575 3.04131 4.82 0.32 -2.38 0.055
H -0.36594 0.26742 -0.46361 -0.06 -0.03 -0.36 0.026
```
Positions in Å, forces in eV/Å.

Values from the calculation:
Energy relative to the best compared isomer or geometry (same formula, charge and spin): 0.000 eV
Energy: -17515.3999 eV
Gap between HOMO and LUMO (spin up / spin down): 0.3051 / 0.2779 Eh
Charge: 0
2S+1: 3
⟨S²⟩: 2.01


No. 2
Computed, not measured: a structure of composition C2HO3Yb, with ωB97M-V/def2-TZVPD.

Structure (XYZ):
```
7
Properties=species:S:1:pos:R:3:forces:R:3:lowdin_spin:R:1
C -2.57007 -0.23338 -1.07933 -0.92 0.22 -0.07 -0.001
O -3.68446 -0.34042 -1.05776 1.38 -0.03 0.02 0.000
C 1.61228 0.03763 0.85689 -0.01 -1.89 2.07 0.004
O 0.58094 0.74824 1.03462 -0.97 0.72 -2.24 0.066
O 1.97077 -0.28316 -0.30996 -1.31 0.82 -1.79 0.071
Yb 0.05957 0.56998 -1.18998 1.54 -0.62 2.59 0.860
H 2.03096 -0.49889 1.74551 0.30 0.79 -0.59 0.000
```
Positions in Å, forces in eV/Å.

Values from the calculation:
Energy relative to the best compared isomer or geometry (same formula, charge and spin): 0.211 eV
Energy: -39742.1978 eV
Gap between HOMO and LUMO (spin up / spin down): 0.3722 / 0.2617 Eh
Charge: +2
2S+1: 2
⟨S²⟩: 0.75


> Which of these has the lowest energy?

C2HO3Yb


> 2S+1 of number 2 (C2HO3Yb)?

2